45
Properties=species:S:1:pos:R:3:forces:R:3 method="wB97M-V/def2-TZVPD" orbital_gap_ev=9.39 spin_multiplicity=1 smiles="C=CCSc1nnc(Cc2cc(=O)[nH]c(=O)[nH]2)n1-c1cc(C)ccc1C"
C -0.6072 1.1358 -4.9630 -1.3931 -0.0068 -4.2954
C 0.1037 1.4315 -3.7779 0.4528 0.3076 1.8222
C 3.9790 -1.9712 1.7387 0.4460 -0.8481 -0.5373
N -2.0346 0.7926 -4.8829 3.0876 0.9156 -0.1663
H -0.3252 -3.3505 5.8989 0.3238 -0.4417 0.4325
C 3.8107 1.8158 1.8047 -1.0740 0.0878 -0.2576
N -1.9225 1.2274 -2.6213 2.7983 1.1438 1.7253
C 3.4573 -0.5138 1.6208 1.3000 -0.5421 1.1616
C 2.0839 -0.2337 1.5928 1.0707 -2.1800 -1.4685
C -0.9490 1.0253 2.0667 0.1428 2.7747 -3.0054
C -1.3948 -0.9796 3.5952 -1.8461 0.5785 0.8745
C -0.5033 -1.7957 4.4429 -0.9779 -2.6649 1.5313
C 2.4118 2.0343 1.6113 0.3697 3.5747 -0.1874
H 5.1642 -2.0146 1.7339 -2.6030 0.0592 -0.1904
C -0.5374 1.5145 -2.5596 -0.4349 -0.9609 -3.7686
C 1.7715 3.4595 1.4777 0.0804 -0.5665 1.0380
H 1.4537 3.7826 2.5091 0.3649 0.0171 -1.0781
H 4.3790 2.7179 1.9519 0.4217 0.0770 -0.1053
O -3.8435 0.6874 -3.5744 -2.1655 0.0827 0.1132
H 5.4807 0.4754 1.8197 -0.3370 -0.4419 0.1230
C -0.4818 1.5446 -0.0094 1.5046 -0.6357 0.0451
C 1.5414 1.0248 1.5112 0.2626 -2.2092 -0.2120
N -1.7797 1.5644 0.1441 0.9609 1.3594 0.2254
H -2.5996 0.8196 -5.7255 0.3669 -0.2434 0.1167
H 3.6341 -2.3858 2.7161 0.4210 0.3555 -0.5589
C -2.6826 0.9172 -3.7065 0.3309 -0.6954 -0.3465
H 1.4930 -1.0795 1.2613 -0.4514 -0.1271 0.5706
C -1.0070 -2.7664 5.3301 1.8239 2.8836 -3.1055
H 2.4753 4.1314 1.0399 0.7669 0.6787 0.1983
C 4.3951 0.5441 1.7850 -2.1108 0.9155 -0.3431
H 0.5488 -1.5250 4.1564 -0.7051 -0.8953 1.1986
N -2.0776 1.4299 1.4756 1.6598 -2.0544 0.0755
H 1.1572 1.6859 -3.9883 -0.6573 -0.3121 0.6113
H -1.4535 -1.2825 2.5573 0.4600 -0.0216 -0.2877
H 0.8969 3.5835 0.8043 0.3960 -0.7522 0.5811
H -2.4473 1.6297 -1.8837 -0.7149 -0.2627 1.1567
O -0.0956 1.2201 -6.1004 -1.0115 -0.3859 2.2786
H 1.2957 1.4476 -1.3827 -1.7329 0.6246 -0.0104
H -2.0617 -3.0191 5.3277 0.0639 0.3367 0.2312
N 0.1734 1.1436 1.2097 -3.8592 1.0524 -1.8085
H 3.5202 -2.7216 0.9670 1.0281 1.5765 1.0888
H 0.3666 2.9584 -1.4110 0.2093 1.4730 0.1965
H -2.4725 -0.9561 3.9242 1.1179 -0.1216 -0.0681
C 0.2410 1.9150 -1.3536 0.0272 -2.4945 2.0751
S -0.7449 0.7482 3.6791 -0.1839 -1.0107 2.3301

***

42
Properties=species:S:1:pos:R:3:forces:R:3 method="wB97M-V/def2-TZVPD" orbital_gap_ev=7.86 spin_multiplicity=1
O -2.4998 -0.3037 3.1654 -0.6507 0.0101 -1.1115
H 4.5774 0.2541 -4.4263 0.3879 -1.2402 -5.3511
H 2.6982 -2.7026 -2.0526 0.5886 -2.4498 0.9242
H -0.9294 0.4776 1.4433 0.4654 -1.1047 -0.5532
H -0.9493 0.2274 -0.4490 0.1719 -1.0297 2.7097
H 0.9745 -0.4006 1.2037 -1.5213 -3.8050 -1.9885
H -5.8963 3.3844 1.2213 2.3298 -3.4619 0.7118
C -3.8650 1.5127 3.4882 -4.0720 2.5739 -4.0165
O -3.4602 -0.5095 0.1246 2.9018 1.8479 6.2721
C 5.5710 1.5614 -1.5959 0.0742 1.5795 2.4880
C -2.2522 -1.0617 0.7190 0.9677 -5.5865 0.7957
C 4.4533 1.1041 -0.9312 -1.7414 -3.0848 1.3713
H -3.2750 -1.9778 2.4633 0.8412 -0.7408 0.0413
H -1.5174 -1.9731 2.7570 3.5924 -2.2326 1.0653
H -5.2741 3.1406 3.5394 -0.4577 1.5026 0.2011
O 2.6018 -0.4817 -0.6811 -1.5457 -1.1575 5.7138
H -5.0757 1.4346 -0.2635 0.7458 -0.6160 0.9528
H 1.0019 -0.3750 -1.6473 -8.4378 9.9821 -6.3424
N 0.2714 -1.2234 0.7524 -0.0808 4.6942 6.3692
O 2.8289 -1.1198 -3.1288 -10.2241 -14.1920 -9.2677
C 1.4730 -0.9859 -1.2458 7.5535 -15.8146 4.0503
H 4.4378 1.0795 0.1151 -0.1025 0.7887 1.7727
H -3.4959 1.5995 4.4985 -0.0018 -0.3755 -0.1377
C 4.4301 0.4315 -3.4829 1.3572 1.8528 5.6206
C 0.7449 -2.0839 -0.2781 -4.2432 13.6479 -3.4989
C -3.6836 0.4746 1.3443 -7.6724 0.8826 -16.8549
C -3.5761 0.4991 2.5588 6.8873 -0.9324 13.7730
C -0.9218 -0.3720 0.7036 -0.1035 2.6201 -5.4507
C 1.9661 -2.0705 -2.4058 -2.0646 6.2636 -0.6630
C 5.4938 1.2439 -2.8904 1.5252 -0.4413 -4.3439
H 6.3984 2.2272 -1.0612 -1.9734 -1.7197 -1.4034
C 3.4350 -0.2718 -2.7181 12.6722 14.4589 5.3731
H 1.0866 -2.3017 -3.1243 1.9455 -0.3205 1.3157
C 3.5083 0.1071 -1.3847 2.8134 3.5095 -2.7259
H 6.4651 1.5991 -3.4797 -2.5783 -0.9725 0.4007
C -4.8201 2.5386 2.8105 6.4789 -2.7022 15.8520
C -4.6974 1.3776 0.7808 2.3422 -0.6767 0.1604
H -0.0914 -2.2845 -0.7571 -3.3917 -2.7760 -2.4651
H -2.2025 -2.1028 0.1716 0.4258 1.7592 1.0643
C -5.0555 2.3456 1.6536 -7.4442 3.9162 -13.7455
H 1.4060 -2.5398 0.1104 8.2763 -7.6070 4.2640
C -2.2847 -1.4785 2.3792 -7.0371 3.1499 -3.3430

***

42
Properties=species:S:1:pos:R:3:forces:R:3 method="wB97M-V/def2-TZVPD" orbital_gap_ev=8.61 spin_multiplicity=1 smiles="CCOc1ccc(C(=O)COc2ccc(NC(C)=O)cc2)cc1"
O -1.1367 3.2862 -0.8608 0.0466 0.0171 -0.1200
C 2.1020 2.0534 0.3991 0.1833 -0.1174 0.0899
H 5.0497 -1.8615 0.2435 -0.0158 -0.0956 -0.0311
C 0.0053 2.5523 -0.6785 0.4475 -0.1693 -0.1160
C -1.3996 -5.0140 -0.1252 -0.1271 0.4412 0.0238
C -3.0348 2.6808 0.5076 0.2286 0.3168 -0.0560
H 6.3139 -0.8098 0.9026 -0.0191 0.0168 0.0033
H -1.2967 3.7838 1.1690 0.0159 0.0266 -0.0673
C -1.8741 -1.4289 0.4053 -0.0066 0.3693 0.0944
H -4.3203 0.6713 -0.6142 -0.0885 0.0256 -0.0413
C 2.3191 1.0004 -0.4830 -0.2785 0.2698 0.0994
O 4.5919 0.9865 1.3789 0.0074 0.2179 0.2333
C 1.3795 0.7503 -1.4819 0.0912 0.0601 0.1386
H -0.8683 1.4996 1.7615 0.0977 0.0601 -0.0126
H -1.9432 -5.8119 -0.6227 -0.0409 -0.0963 -0.0472
C -1.4683 0.8179 1.1794 -0.2572 -0.0347 -0.0016
H -0.2149 -0.8588 1.6196 0.1148 -0.0474 0.0749
O -4.1845 3.0429 0.5965 0.0359 0.0147 -0.0443
C 4.4863 0.2021 0.4651 0.2119 -0.4264 -0.2608
C -1.1035 -0.5066 1.1205 -0.0174 -0.2618 -0.0135
H -1.2952 -5.2559 0.9288 0.0070 -0.0690 0.0884
H -0.4954 1.3221 -2.3459 -0.1130 -0.0485 -0.0696
H -3.6733 -1.6835 -0.7583 -0.0259 -0.0854 -0.0415
C 5.5104 -0.8781 0.1754 0.0758 0.1327 0.2009
H -0.4079 -4.9314 -0.5611 0.0934 -0.0369 -0.0542
C -2.6243 1.2621 0.5350 -0.2684 -0.5029 -0.0333
H 1.5425 -0.0571 -2.1823 0.0074 -0.0937 -0.0795
C 0.9593 2.8229 0.2971 -0.4273 0.1600 -0.2958
C -3.4152 0.3317 -0.1336 0.1887 0.3309 0.1293
N 3.4475 0.1757 -0.4206 -0.0313 -0.2730 -0.3454
C -2.1492 -3.7007 -0.2840 -0.1365 -0.3283 -0.1593
O -1.4048 -2.6976 0.3834 0.1597 0.0354 0.1056
C -3.0454 -0.9963 -0.2135 0.0536 -0.4018 -0.0606
H -2.3416 4.6552 0.0190 0.0398 -0.1816 0.1272
H 0.8237 3.6452 0.9845 -0.0265 0.0679 0.0526
H 3.4783 -0.5387 -1.1350 0.1011 0.1042 0.1870
H 5.9210 -0.7495 -0.8240 0.0324 -0.0351 -0.0893
C -1.8998 3.6841 0.2610 -0.3046 0.2338 0.1957
H -3.1518 -3.7808 0.1571 0.0868 0.0780 -0.0792
H -2.2513 -3.4476 -1.3483 -0.0411 0.0263 0.1347
H 2.8319 2.2673 1.1615 0.0117 0.0029 0.0109
C 0.2375 1.5149 -1.5787 -0.1124 0.2970 0.1294

***

44
Properties=species:S:1:pos:R:3:forces:R:3 method="wB97M-V/def2-TZVPD" orbital_gap_ev=8.07 spin_multiplicity=1
H -2.1233 -1.7457 -1.8433 1.5941 0.6465 2.2127
C 2.9675 -2.6443 -0.6305 6.6840 3.4593 -7.6900
H -0.2714 3.9011 1.0401 0.7832 -1.8898 -1.5082
C -2.8237 2.4913 0.4731 3.9758 5.7714 -2.1308
C 3.9709 -1.1678 1.0779 8.0712 9.3424 -4.0098
O -1.1297 -0.6406 -0.3222 -1.2586 11.0789 4.8942
H 3.8069 2.5402 -1.6472 1.7810 -0.4242 -2.0464
O 2.3767 2.4009 -0.6566 -7.7902 -3.0073 0.1289
H -2.5351 3.7726 0.4969 -0.7305 -4.0265 0.3588
O 2.1864 -2.7059 1.1939 3.1849 8.1780 9.4285
H -5.3940 -2.8278 -0.1139 1.5467 1.4430 0.7295
H 4.0372 3.1955 -0.2898 2.5515 5.2236 3.0792
C 0.1705 3.0404 0.4001 1.5802 -2.1590 -1.7516
C -1.8016 1.6521 -0.0750 -1.9133 -2.1153 1.0287
C -4.1195 2.2028 0.4600 1.1807 -4.4381 -1.1147
H 0.1979 1.2069 -0.5465 2.9328 -3.2671 -2.1540
H -4.7242 2.9748 0.7588 -2.1989 1.1060 0.4494
C 4.3389 1.1754 -0.1626 1.3936 7.2619 -3.8609
C 3.6509 2.3826 -0.6245 4.5705 -1.0882 -4.3777
O -3.7445 -1.2695 -0.1133 -4.8499 -9.4438 0.1722
H 0.8474 -4.1388 1.0935 0.6280 0.9950 -0.8180
H -1.8435 -2.7261 -0.2242 0.3170 3.0544 -0.5763
C 1.5826 -3.4864 0.5326 -7.1915 -7.4599 2.7929
C -1.4586 -1.6832 -0.8244 0.2315 -15.4089 -6.9645
C 1.7132 3.1328 0.1533 -1.7241 7.3310 3.3907
C -5.2133 -1.7054 0.0816 1.8279 -2.5670 -6.7849
C -2.2357 0.3118 -0.1968 6.8313 2.5450 0.1687
H -5.5317 -1.4671 0.9729 -1.5349 1.4859 4.6359
H 5.0507 -0.9033 0.8315 -1.1227 -1.5400 -0.3393
H 2.6647 0.5918 0.6550 -2.7582 1.1467 0.3449
H 3.8981 -0.9853 1.9988 -1.1464 1.1360 7.4891
H -5.6531 0.8070 0.6045 3.6472 -1.4951 -2.1722
C -4.4415 0.7928 0.1178 -7.8464 9.0518 4.5614
C 2.0701 -3.6376 -0.6245 -1.2257 -3.8402 -8.5632
H -0.3894 -2.1765 -1.0607 -2.0006 0.5665 -0.5158
C -3.4921 -0.0728 -0.0005 -0.3224 1.3821 -0.5666
C -0.3854 1.9274 -0.2326 -2.8867 6.4907 4.5676
O 2.2451 4.1919 0.6154 -1.0991 -3.0748 -0.5964
H 3.6095 -2.3935 -1.5822 -1.2516 -0.5504 1.8272
O 5.4334 0.8430 -0.3063 8.9594 -0.5224 -1.8088
N 3.5487 0.4780 0.3224 -8.0471 -12.7033 8.5532
H 1.6874 -4.3525 -1.5229 1.2292 2.0839 2.5087
H -5.9024 -1.3632 -0.7620 1.2539 0.6156 1.1985
C 3.1591 -1.9199 0.4828 -7.8569 -10.3743 -4.1711

***

44
Properties=species:S:1:pos:R:3:forces:R:3 method="wB97M-V/def2-TZVPD" orbital_gap_ev=8.40 spin_multiplicity=1 smiles="COc1cccc(NC(=O)COC(=O)[C@@H]2[C@H]3C[C@H]4[C@@H]2C(=O)O[C@H]4C3)c1"
H 3.6966 -2.8294 0.0846 -0.0146 -0.0273 -0.0097
H -4.4082 -1.3851 1.1034 0.0070 -0.0080 0.0404
H -0.5032 -2.4851 -2.1404 0.0032 0.0139 0.1325
C 3.8905 -1.7714 0.1113 -0.1768 -0.2390 -0.0336
C -1.3215 1.0840 -0.6108 0.3535 0.3028 0.6844
H -2.4334 -0.4207 2.2693 0.0354 -0.0001 -0.1874
H -4.1576 1.6034 -1.7856 0.0812 -0.0204 0.1056
O -0.1317 1.1364 -0.7668 0.0536 0.1462 -0.2108
H -5.0052 -0.5353 -1.1643 -0.0352 0.0091 0.0162
C 5.1492 -1.2861 0.4289 -0.0217 0.2625 -0.0048
C -3.5213 1.0633 -1.0847 -0.6036 -0.0431 0.1509
C -3.9809 -0.3869 -0.8245 0.0046 -0.0506 -0.0973
O -2.1973 1.1103 -1.6103 0.3223 0.0655 -0.5450
C 5.4049 0.0683 0.4606 0.0347 0.1757 0.0032
O -1.1693 -1.4534 -0.5391 -0.0384 0.1661 -0.2201
H -5.4747 1.0292 0.7972 -0.0975 -0.0095 0.0024
H -0.8099 -3.4891 -0.6881 0.1539 0.1808 -0.0947
N 1.5704 -1.2608 -0.5046 -0.0977 0.5146 0.0070
H -1.5045 1.5872 1.4816 0.0154 -0.0284 -0.1412
H 0.9353 -0.4806 -0.6494 -0.0367 -0.2137 0.0301
C -2.0660 1.0536 0.7162 0.1227 0.1161 -0.1786
H 2.9018 3.2030 0.6245 0.0149 -0.0088 -0.0332
C -0.4048 -2.5404 -1.0533 0.2218 -0.6594 -0.0239
C 3.7398 3.2526 -0.0784 -0.1456 0.1382 -0.0448
C 1.0931 -2.5068 -0.6904 -0.6252 0.0494 -0.0380
H 2.3074 1.1736 -0.3751 -0.0641 0.1161 -0.0200
C 4.3845 0.9764 0.1701 0.0404 -0.2359 0.0265
H -4.3882 1.0298 2.2036 -0.0252 0.0062 0.0916
O 4.7252 2.2953 0.2231 0.1594 -0.2759 0.0522
C -2.4403 -0.3806 1.1757 0.0021 -0.2463 0.0480
C -4.4544 0.8538 1.1323 0.0585 0.0008 -0.0239
H 5.9423 -1.9828 0.6543 0.0731 -0.0600 0.0207
H 4.2309 4.2203 0.0141 -0.0812 -0.0442 -0.0192
C 2.8762 -0.8694 -0.1766 0.4456 -0.1849 0.0934
C -3.4316 1.6512 0.3369 -0.1050 0.2488 -0.0180
H -3.3381 -1.0917 -1.3473 -0.0980 0.0090 -0.0808
H 6.3820 0.4526 0.7052 0.1246 0.0489 0.0293
O 1.7182 -3.5413 -0.6365 0.0578 -0.2076 -0.0599
C -3.9071 -0.5073 0.7018 -0.0978 -0.2142 0.0402
C -1.5703 -1.5419 0.7344 -0.1607 -0.0375 0.5790
H -3.4889 2.7360 0.3898 0.0342 0.0048 -0.0325
C 3.1202 0.5033 -0.1460 0.0350 0.2998 -0.0085
O -1.3218 -2.4715 1.4520 0.0725 -0.0567 -0.0654
H 3.3615 3.1338 -1.0987 -0.0022 -0.0039 0.0376

***

47
Properties=species:S:1:pos:R:3:forces:R:3 method="wB97M-V/def2-TZVPD" orbital_gap_ev=8.92 spin_multiplicity=1 smiles="CCOC(=O)[C@@H]1CN(S(=O)(=O)c2cccs2)c2ccc(CC(=O)OC)cc2O1"
O -0.1586 -2.8518 -2.8754 0.0025 0.2568 -0.1647
S -2.5813 -1.0594 -2.7461 -0.3897 0.1144 0.3875
H -4.4780 0.3977 -2.3029 -0.1867 0.0896 -0.1164
S -0.2556 -2.4581 -1.5057 -0.1105 0.2042 0.3708
C 0.3857 1.2748 -2.0001 -0.0087 -0.1259 -0.2762
C 1.0120 1.8622 4.0674 0.2592 0.0854 0.0990
O 0.3166 2.0855 -0.9639 0.2703 0.2666 0.2824
C 0.8899 -1.4471 1.2241 0.0958 0.1006 0.1923
O -0.3021 -3.4741 -0.5012 0.0756 0.2606 0.1202
H -1.7296 2.2110 -1.2050 0.1559 0.1324 0.0812
C 2.4139 0.8560 1.3430 -0.0342 -0.2064 -0.0970
C 1.6882 -0.8387 -2.3568 0.2817 0.3311 -0.5652
H -0.8686 3.7466 -0.9026 -0.0057 -0.1366 -0.0288
C 2.1102 0.2945 0.1129 -0.0726 -0.1462 0.0344
N 1.0542 -1.4438 -1.2095 -0.6730 -0.8012 -0.5464
O 2.5758 0.9400 -1.0071 0.1965 -0.0731 0.3118
C -0.9344 2.6905 -0.6242 -0.6525 0.0685 0.0566
H 2.6985 -1.2467 -2.4788 -0.1204 0.1002 -0.0457
C -1.1599 2.5387 0.8703 0.3118 0.0439 -0.3860
H -0.3431 2.9935 1.4253 0.0006 0.0290 0.0998
H 1.0932 -1.0787 -3.2376 0.2257 0.1781 0.0048
O -0.5217 1.0059 -2.7459 0.3140 0.1761 -0.1297
C 2.2080 0.9603 3.8411 -0.2557 0.1096 -0.0861
H 2.2710 0.2331 4.6485 0.0780 0.0276 -0.0203
H -3.8808 0.4803 0.2444 -0.1217 0.0973 0.1080
H 0.3200 -2.3593 1.1769 0.0117 -0.0347 0.1105
C -3.6575 -0.0969 -1.8222 0.3028 -0.2852 -0.2749
H -2.0921 3.0248 1.1445 -0.1257 0.0583 0.0604
C 1.3373 -0.8753 0.0356 0.0832 0.1722 0.6723
H 2.2964 1.1518 -2.9901 -0.1231 -0.0942 0.1068
C 1.1853 -0.8696 2.4440 0.0165 0.0330 -0.0612
H 2.9958 1.7633 1.3528 0.0675 0.1632 -0.0032
H -1.6746 2.0503 4.1456 0.0152 0.0032 0.0663
H -1.7537 -0.9662 0.7595 0.0443 -0.0256 0.1932
H 0.8135 -1.3247 3.3496 -0.0339 -0.0688 0.1092
H -1.6550 1.4183 5.8214 0.0312 0.0068 -0.0498
C -1.1026 1.9805 5.0731 -0.2097 0.3347 -0.0466
O 0.1069 1.2679 4.8506 0.0862 -0.3709 0.1867
C -2.1850 -0.8380 -0.2164 0.1905 -0.1673 0.0490
H -0.8872 2.9892 5.4305 -0.0578 -0.0881 -0.0183
O 0.8564 2.9472 3.5732 0.0096 0.1027 0.0022
C -3.3300 -0.0665 -0.4996 -0.0005 0.0350 -0.0840
H -1.2128 1.4853 1.1351 -0.0246 -0.1205 0.0597
C 1.7944 0.6765 -2.1411 -0.3073 -0.3398 -0.2243
C -1.6797 -1.4265 -1.3377 0.2904 -0.4109 -0.4424
C 1.9571 0.2833 2.5180 0.1492 -0.0970 -0.1666
H 3.1100 1.5683 3.7951 -0.0518 0.0113 0.0686